(1)
The following is a quantum chemistry calculation of one molecule with the formula C4H8N6O4 in a non-equilibrium geometry, from the OMol25 dataset.

Structure (XYZ):
```
22
C4H8N6O4, DFT ωB97M-V with the def2-TZVPD basis set
C 0.9136 -1.9372 -1.0046
C 2.5006 -0.3409 0.0282
C -1.1105 0.4912 0.8526
C 0.0789 0.2802 -0.0336
N 2.2096 -1.3513 -0.8061
N 1.3782 0.2779 0.6162
N -0.8912 0.5160 2.2672
N -0.1190 -1.1449 -0.5413
N 0.1673 1.1946 -1.2293
N -2.2580 0.7843 0.3626
O 0.7139 -2.9828 -1.5929
O 3.6056 0.0102 0.3031
O -2.4353 0.8104 -1.0309
O -3.2827 0.9842 1.0499
H 3.0008 -1.8701 -1.2936
H 1.6976 1.1468 0.9209
H -1.7762 0.6104 2.6947
H -0.1081 0.0026 2.6434
H -0.9357 -1.4636 -0.8829
H -3.4261 0.4710 -1.0745
H -0.7608 1.5990 -1.3384
H 0.8377 1.9121 -0.9107
```

Output
E = -21406.1095 eV
ΔE to the lowest compared entry with this formula, charge and spin = 0.000 eV
HOMO level = -8.8604 eV

---

(2)
The following is a quantum chemistry calculation of C15H21CdFO8P as an isolated structure in a non-equilibrium geometry, from the OMol25 dataset.

Structure (XYZ):
```
47
C15H21CdFO8P, DFT ωB97M-V with the def2-TZVPD basis set
Cd 8.4623 17.9606 14.9459
F 7.7946 16.3791 13.8639
C 8.6187 13.5814 12.0349
C 9.3543 12.4132 11.8899
C 9.9979 12.1481 10.6834
C 9.9824 13.1109 9.6907
C 9.2528 14.2824 9.8184
C 8.5839 14.5267 11.0064
O 7.9095 15.6985 11.1805
O 10.6569 10.9708 10.4749
H 8.0870 13.7097 12.9698
H 9.5337 11.7113 12.6980
H 10.4857 12.8962 8.7554
H 9.3457 14.9935 9.0106
H 7.8426 15.9696 12.1069
H 10.6233 10.4168 11.2585
C 6.0110 14.2381 17.7435
C 6.1735 14.7592 16.4647
C 5.3047 14.3257 15.4809
C 4.3281 13.3743 15.7197
C 4.2092 12.8293 16.9983
C 5.0869 13.2327 17.9963
O 4.9241 12.6169 19.1999
O 5.3472 14.8298 14.2067
H 6.5692 14.6035 18.6011
H 6.9426 15.5109 16.3340
H 3.6809 13.0554 14.9171
H 3.4447 12.1224 17.2898
H 5.6201 12.7679 19.8430
H 6.1508 15.3403 14.0504
C 12.9307 16.3258 18.2632
O 11.9442 16.9596 17.4492
P 10.6461 16.1945 16.9997
O 9.6174 17.0348 16.3304
O 11.1876 15.0233 16.0813
C 10.1921 14.1664 15.4576
O 10.1377 15.4595 18.3130
C 9.4647 16.2022 19.3219
H 12.7342 16.5126 19.3212
H 13.9096 16.7685 18.0927
H 12.9959 15.2524 18.1010
H 10.0057 14.5107 14.4417
H 9.2705 14.0698 16.0347
H 10.6589 13.1827 15.3999
H 9.1473 17.1966 19.0030
H 10.1049 16.3029 20.2031
H 8.5765 15.7194 19.7353
```

Output
E = -48840.6075 eV
charge = +1
ΔE to the lowest compared entry with this formula, charge and spin = 0.000 eV
HOMO level = -9.7975 eV

---

Number 1: LUMO 0.4 eV. Number 2: LUMO -7.1 eV.